C38H32F5N5O3S6TeW | ωB97M-V with the def2-TZVPD basis set

```
91
Properties=species:S:1:pos:R:3
W 0.8456 1.1903 -0.6516
C -1.5593 2.7321 3.5683
C -0.6255 2.5393 2.4202
N -1.0301 2.1916 1.2253
N -2.3835 1.9125 1.1274
C -2.7370 1.7282 -0.0802
S -1.5987 1.9050 -1.4379
S -4.3040 1.2942 -0.6597
C -5.2414 1.1155 0.8971
C -5.4393 -0.3200 1.2729
C -6.6650 -0.9370 1.0616
C -6.8465 -2.2706 1.4026
C -5.8015 -2.9916 1.9575
C -4.5744 -2.3762 2.1745
C -4.3920 -1.0487 1.8302
C 0.8022 2.7401 2.6886
C 1.2016 3.6191 3.7061
C 2.5158 3.6777 4.1280
C 3.4559 2.8093 3.5850
C 3.0962 1.9252 2.5832
C 1.7924 1.9392 2.1145
O 1.4727 1.0865 1.1002
H -2.5596 2.3839 3.3423
H -1.6111 3.8028 3.7832
H -1.1661 2.2401 4.4558
H -6.1860 1.6252 0.7105
H -4.6968 1.6727 1.6580
H -7.4872 -0.3733 0.6399
H -7.8071 -2.7391 1.2440
H -5.9444 -4.0272 2.2321
H -3.7712 -2.9357 2.6379
H -3.4403 -0.5599 2.0106
H 0.4737 4.2781 4.1550
H 2.8020 4.3832 4.8931
H 4.4762 2.8230 3.9428
H 3.8172 1.2607 2.1323
C -0.8182 -3.2374 1.8291
N -1.1138 -3.1303 0.4049
C -1.5912 -4.1610 -0.3680
C -1.7657 -3.6723 -1.6099
N -1.4093 -2.3337 -1.5854
C -0.9838 -2.0190 -0.3486
S -0.5153 -0.5810 0.5047
C -1.4991 -1.5289 -2.7661
C -2.5179 -1.8156 -3.6630
C -2.5202 -1.1274 -4.8625
C -1.5196 -0.2000 -5.1072
C -0.5866 0.0428 -4.1148
N -0.5744 -0.6030 -2.9397
H -0.8760 -4.2881 2.0980
H -1.5492 -2.6712 2.4039
H 0.1834 -2.8610 2.0178
H -1.7641 -5.1408 0.0364
H -2.0862 -4.1577 -2.5116
H -3.2933 -2.5290 -3.4305
H -3.2960 -1.3153 -5.5918
H -1.4664 0.3421 -6.0386
H 0.1824 0.7866 -4.2575
O 1.9023 -0.1048 -1.3196
C 3.2919 -0.6416 -1.0990
C 4.0693 0.5628 -0.6089
C 3.8140 1.8562 -0.9731
C 4.7785 2.7707 -0.4605
C 5.7707 2.1367 0.2174
S 5.5298 0.4378 0.2717
C 3.1540 -1.7819 -0.1533
C 3.3633 -1.8242 1.1990
C 3.0346 -3.0793 1.7654
C 2.5467 -3.9488 0.8358
S 2.4923 -3.2677 -0.7240
C 3.7854 -1.0505 -2.4572
C 4.7347 -1.9979 -2.7168
C 5.0941 -2.0401 -4.0883
C 4.4105 -1.1276 -4.8290
S 3.3349 -0.2006 -3.8788
H 3.1035 2.1452 -1.7453
H 4.7465 3.8351 -0.6271
H 6.6369 2.5675 0.6898
H 3.7679 -1.0068 1.7714
H 3.1811 -3.3304 2.8040
H 2.2577 -4.9759 0.9846
H 5.1721 -2.6291 -1.9587
H 5.8212 -2.7213 -4.5008
H 4.4697 -0.9565 -5.8900
F 0.8388 1.8426 -2.4209
Te -0.5578 4.0640 -0.6330
F -0.8649 4.7326 1.1028
F -0.2908 4.1309 -2.4961
F -2.2869 4.7313 -0.9617
F 0.3237 5.6871 -0.7464
O 1.0717 3.0900 -0.3045
```

Summary:
- total charge = +2
- frontier orbital gap (eV) = 5.34

Results of the Mulliken charge analysis, in e, for atoms 1 through 8:
1 W 0.155
2 C -1.800
3 C 0.838
4 N 0.928
5 N -1.034
6 C 0.435
7 S -0.231
8 S 0.005



C4H6N2O | ωB97M-V with the def2-TZVPD basis set

```
13
Properties=species:S:1:pos:R:3
C -2.2156 0.5491 0.1813
C -1.2891 -0.4216 0.4308
C -0.3615 -0.9831 -0.5122
N 0.8983 -0.7695 -0.6870
C 1.4090 0.2639 0.1299
N 2.7567 0.3868 0.0145
O 0.7324 0.9777 0.8583
H -2.2675 1.1541 -0.7248
H -2.4303 -0.8325 0.3180
H -2.9582 0.7686 0.9507
H -0.7849 -1.8104 -1.0899
H 3.2356 1.0178 0.6358
H 3.2751 -0.3009 -0.5052
```

Summary:
- total charge = 0
- frontier orbital gap (eV) = 9.27

Results of the natural (NBO) charge analysis, in e, for atoms 1 through 8:
1 C -0.305
2 C -0.266
3 C 0.123
4 N -0.562
5 C 0.746
6 N -0.813
7 O -0.638
8 H 0.195



C3H5NO2 | ωB97M-V with the def2-TZVPD basis set

```
11
Properties=species:S:1:pos:R:3
O 1.0157 -0.3389 -1.0784
C 0.9000 0.5495 -0.0256
C 0.0980 -0.1906 1.0802
N -1.0214 -0.6264 0.1990
C -0.6136 0.0147 -0.9928
O -0.2283 1.3023 -0.6582
H 1.7708 1.1532 0.2379
H 0.6392 -1.0410 1.5054
H -0.2535 0.4742 1.8750
H -1.0810 -1.6351 0.0902
H -1.1968 -0.1526 -1.9018
```

Summary:
- total charge = 0
- frontier orbital gap (eV) = 11.10

Results of the natural (NBO) charge analysis, in e, for atoms 1 through 8:
1 O -0.579
2 C 0.326
3 C -0.273
4 N -0.618
5 C 0.481
6 O -0.517
7 H 0.188
8 H 0.205



C16H21MoNO6S4 | ωB97M-V with the def2-TZVPD basis set

```
49
Properties=species:S:1:pos:R:3
Mo 0.1555 -0.0248 0.4194
C -2.0421 -0.9301 -1.5725
C -2.4509 0.5429 -1.4836
O -1.9835 1.0612 -0.2533
C -2.2553 2.4447 -0.0531
C -0.9415 3.1855 0.2078
O -0.0469 2.7447 -0.7970
C 1.3233 3.0200 -0.5691
C 2.1183 1.9925 -1.3904
O 1.4955 0.7107 -1.3466
C 0.8331 0.3479 -2.5517
C 0.2654 -1.0627 -2.3756
O -0.6697 -1.1646 -1.3195
H -2.3241 -1.3317 -2.5521
H -2.5620 -1.4884 -0.7824
H -3.5498 0.5958 -1.5236
H -2.0428 1.1233 -2.3261
H -2.9239 2.5455 0.8082
H -2.7391 2.8577 -0.9440
H -0.5539 2.9220 1.2030
H -1.0954 4.2717 0.1562
H 1.5580 2.9144 0.4986
H 1.5798 4.0395 -0.8853
H 3.1298 1.8785 -0.9846
H 2.1873 2.3212 -2.4301
H 1.5582 0.3286 -3.3784
H 0.0425 1.0752 -2.7881
H 1.0843 -1.7339 -2.0708
H -0.1707 -1.4207 -3.3164
O 6.2310 -0.3745 3.7141
C 5.1622 -0.3470 3.1975
S 3.9682 0.9525 3.4519
C 2.7141 0.2847 2.4275
C 2.9812 -0.8921 1.8105
S 1.8335 -1.7271 0.8205
S 4.5558 -1.6081 2.0934
S 1.2030 1.1186 2.2820
O -1.3710 -0.9405 1.6081
N -0.9340 -1.7994 2.4913
C -0.8906 -3.1026 2.1653
C -0.4605 -4.0439 3.0725
C -0.0759 -3.6393 4.3434
C -0.1187 -2.2857 4.6515
C -0.5521 -1.3829 3.7076
H -1.1959 -3.3530 1.1592
H -0.4272 -5.0854 2.7914
H 0.2623 -4.3568 5.0740
H 0.1725 -1.9311 5.6262
H -0.5974 -0.3153 3.8800
```

Summary:
- total charge = +1
- frontier orbital gap (alpha / beta) (eV) = 5.97 / 6.76
- 2S+1 = 2
- ⟨S²⟩ = 0.87

Results of the natural (NBO) charge analysis, in e, for atoms 1 through 8:
1 Mo 0.752
2 C -0.095
3 C -0.091
4 O -0.553
5 C -0.072
6 C -0.088
7 O -0.558
8 C -0.103



C4F12InN2O8S4 | ωB97M-V with the def2-TZVPD basis set

```
31
Properties=species:S:1:pos:R:3
In 22.3142 -8.3501 6.2312
C 25.0131 -10.6598 9.6671
F 25.9663 -10.8124 10.6009
F 25.2240 -11.3759 8.5077
F 23.9549 -11.2581 10.2725
S 24.6534 -8.7657 9.4986
O 23.2393 -8.6523 9.7827
O 25.5374 -8.0527 10.4562
N 24.8013 -8.3181 7.7516
S 26.3113 -7.8977 7.7264
O 26.4752 -6.5490 8.3191
O 27.2029 -8.9606 8.2534
C 26.5461 -7.8695 5.7872
F 27.0795 -6.6871 5.5092
F 27.4250 -8.8773 5.3941
F 25.3911 -7.9851 5.2311
C 20.2244 -5.1480 3.2972
F 19.9138 -3.8129 3.2089
F 19.9298 -5.6393 2.1104
F 21.4890 -5.3489 3.8183
S 19.0798 -6.0568 4.5586
O 19.3049 -5.4361 5.8454
O 17.7601 -6.0160 3.9266
N 19.9325 -7.6568 4.6614
S 19.2502 -8.5654 3.5884
O 18.7371 -7.9366 2.3444
O 20.0285 -9.7271 3.2172
C 17.7133 -9.2062 4.5118
F 18.1449 -9.9938 5.5294
F 16.9910 -8.1679 4.9957
F 17.0456 -9.9653 3.7255
```

Summary:
- total charge = +1
- frontier orbital gap (eV) = 2.02

Results of the natural (NBO) charge analysis, in e, for atoms 1 through 8:
1 In 1.062
2 C 0.793
3 F -0.269
4 F -0.296
5 F -0.288
6 S 2.016
7 O -0.854
8 O -0.763



C6H76NO32 | ωB97M-V with the def2-TZVPD basis set

```
115
Properties=species:S:1:pos:R:3
C -3.7183 -1.4137 3.0453
O -2.6983 -1.5707 2.1193
C -2.6463 -0.5717 1.2123
C -1.3703 -0.7837 0.2333
N -1.2183 0.2283 -0.6177
H -2.0333 0.1973 -1.2757
H -1.1333 1.0723 0.0823
C -0.0243 0.3143 -1.5537
C 1.2847 0.8043 -0.9717
O 2.2477 0.5193 -1.8827
C 3.5847 0.6773 -1.4557
H -4.7253 -1.3917 2.5583
H -3.5593 -0.6347 3.7923
H -3.9113 -2.4577 3.6293
H -2.4533 0.3743 1.6543
H -3.4953 -0.5607 0.6273
H -1.3253 -1.6897 -0.4287
H -0.5313 -0.8257 1.0633
H -0.3093 1.0233 -2.5687
H -0.1173 -0.6397 -1.9337
H 1.6167 0.1723 -0.1297
H 1.2937 1.7873 -0.7647
H 4.2007 0.6223 -2.4427
H 4.1507 0.0033 -0.6377
H 3.7027 1.7533 -1.1107
O -0.9143 -4.3027 0.6223
H -1.7813 -4.0427 0.7203
H -0.5263 -4.4447 1.4733
O 4.7547 -2.2247 -3.0307
H 4.3147 -2.2617 -2.1457
H 4.2547 -1.5107 -3.6727
O -5.4873 0.3403 5.3803
H -4.6433 0.8463 5.6273
H -6.0933 1.0313 5.9703
O -6.0263 -2.5507 6.1073
H -6.0273 -2.9827 6.9903
H -5.4433 -1.7437 5.9503
O -0.9303 3.3293 -4.2847
H -1.7353 3.4213 -4.7927
H -0.2663 3.6083 -4.8197
O -3.2343 -3.5307 -1.0787
H -3.3493 -2.6777 -1.4977
H -4.1353 -3.9227 -1.0757
O 2.1107 4.5113 -1.2437
H 1.1917 4.9883 -1.7007
H 2.8837 5.0803 -1.3787
O 4.7887 0.4553 1.4163
H 4.8967 1.2513 1.9773
H 5.4557 0.0013 1.2923
O -3.3693 1.7453 4.9223
H -2.4893 1.3733 5.0673
H -3.4763 2.2573 4.1813
O 4.1237 3.7833 0.6403
H 3.3437 4.1263 0.1613
H 4.8207 3.4113 0.0703
O 2.9927 1.2333 2.0583
H 3.8167 0.9903 1.6963
H 3.2297 2.1503 1.7413
O -7.2913 0.4613 3.2843
H -6.5623 0.4083 3.9143
H -7.6513 -0.3757 3.2773
O -2.7363 -2.7707 6.4693
H -3.0163 -3.0747 5.6633
H -1.7523 -2.6907 6.6943
O -1.6233 0.6143 -4.4747
H -2.1713 0.4193 -5.3857
H -1.2573 1.4353 -4.4427
O -2.7263 -5.6157 4.6333
H -2.8463 -6.3417 5.1773
H -3.4603 -5.2637 4.4743
O 5.4727 2.2773 -0.8657
H 5.6477 1.9183 -1.8267
H 5.4357 1.6593 -0.1797
O 7.0477 -1.6207 -1.4987
H 6.8367 -2.4437 -1.9287
H 6.7137 -0.9187 -2.2037
O 1.0987 -2.7087 -0.7007
H 0.9287 -3.0877 -1.4967
H 0.4457 -3.1377 -0.0787
O -1.3763 2.6813 0.4773
H -2.1053 2.9283 1.1513
H -1.8523 2.8883 -0.3397
O 0.8377 0.4073 -5.8837
H 0.5087 -0.0307 -6.6957
H 0.0597 0.3663 -5.3397
O -3.4803 3.0773 2.4353
H -4.4933 3.1333 2.4653
H -3.0753 4.0373 2.4463
O -3.8123 0.6913 -1.9477
H -3.8943 -0.1387 -2.4697
H -4.5863 1.3753 -2.0407
O 2.2357 2.4273 -4.1087
H 1.9057 1.8853 -3.2697
H 1.6347 2.0643 -4.9247
O 4.7277 3.4473 -4.3377
H 3.9037 2.8533 -4.2237
H 5.3707 2.7793 -4.7957
O 0.5277 4.2573 1.3503
H 0.0137 3.6763 0.9003
H 1.1907 4.3413 0.6313
O 3.7887 -2.9557 -0.0507
H 2.9067 -2.5717 -0.1597
H 3.8717 -3.5357 0.8323
O 6.1827 0.7133 -3.1147
H 6.8807 1.2543 -3.4587
H 5.6497 0.4833 -3.9607
O -0.3203 -5.1617 -1.6947
H -0.8703 -5.9437 -1.2617
H -0.6293 -4.5327 -1.0617
O 1.3417 -0.4947 3.2733
H 1.0487 -1.3557 2.9703
H 1.9437 -0.2307 2.6703
O -2.2183 -1.6677 -3.0937
H -2.2283 -2.2367 -3.9657
H -1.9873 -0.8037 -3.4977
```

Summary:
- total charge = +1
- frontier orbital gap (eV) = 8.72

Results of the Mulliken charge analysis, in e, for atoms 1 through 8:
1 C -0.449
2 O -0.022
3 C -0.953
4 C 0.122
5 N 1.204
6 H -0.239
7 H 0.488
8 C -0.505



C60H99HfN6O14 | ωB97M-V with the def2-TZVPD basis set

```
180
Properties=species:S:1:pos:R:3
Hf -6.8955 -2.1471 0.9590
C 0.0128 0.4808 0.6362
C 0.0107 0.9337 -0.8433
C 1.4971 1.1724 -1.1627
C 1.8312 1.2408 -2.6273
C 1.2979 0.0488 -3.4103
C -0.2226 -0.2064 -3.1855
N -0.5106 -0.2159 -1.6713
O -1.8628 -0.5582 -1.3755
C -0.4502 -1.6513 -3.8303
C -1.0200 0.8006 -4.0480
C -0.7713 2.2557 -0.9100
H 0.5143 1.1716 1.3140
H 0.5631 -0.4315 0.8664
H -1.0045 0.4627 1.0272
H 2.1271 0.3944 -0.7315
H 1.8838 2.0722 -0.6841
H 2.9198 1.2772 -2.6678
H 1.4384 2.1579 -3.0663
H 1.8247 -0.8455 -3.0774
H 1.4997 0.2680 -4.4588
H -0.1505 -1.5868 -4.8762
H -1.4944 -1.9477 -3.7312
H 0.2242 -2.3900 -3.3971
H -0.6973 0.7268 -5.0865
H -0.9653 1.7951 -3.6053
H -2.0711 0.5140 -4.0835
H -0.5908 3.0084 -0.1425
H -1.8414 2.0493 -0.9270
H -0.5030 2.7851 -1.8243
C -3.1621 -6.2869 6.7218
C -2.0615 -6.6960 5.6774
C -1.6211 -8.0889 6.2290
C -0.8125 -8.9157 5.2259
C -1.4668 -8.9609 3.8649
C -1.7486 -7.6033 3.2712
N -2.5425 -6.8391 4.2570
O -3.1980 -5.7230 3.7058
C -2.5501 -7.9312 1.9602
C -0.4501 -6.8699 2.7355
C -0.8742 -5.7622 5.9341
H -2.8328 -6.1536 7.7523
H -3.9693 -7.0063 6.5841
H -3.6955 -5.3892 6.4090
H -2.5088 -8.7095 6.3514
H -1.1179 -7.9575 7.1869
H -0.5835 -9.9209 5.5799
H 0.1598 -8.5035 4.9562
H -2.3398 -9.6131 3.8901
H -0.7852 -9.4556 3.1729
H -2.0765 -8.7290 1.3881
H -2.7188 -7.0712 1.3121
H -3.5668 -8.2956 2.1071
H 0.1565 -7.4324 2.0257
H 0.2492 -6.6313 3.5368
H -0.7884 -5.9645 2.2317
H 0.0925 -6.1239 5.5839
H -0.7973 -5.5616 7.0028
H -1.0088 -4.8212 5.4008
C -8.8498 4.5010 3.9075
C -7.6274 4.6839 4.8937
C -8.3145 5.1735 6.1823
C -7.3597 5.4967 7.3657
C -6.5983 4.2131 7.6698
C -5.9547 3.5251 6.4440
N -6.9217 3.4449 5.3347
O -6.4266 2.6033 4.2566
C -5.5707 2.0766 6.9197
C -4.6491 4.2754 6.1485
C -6.6785 5.8056 4.3630
H -9.1744 5.4668 3.5201
H -9.6975 4.0135 4.3890
H -8.6715 3.9037 3.0133
H -9.1643 4.5787 6.5170
H -8.7140 6.1549 5.9266
H -7.9251 5.7038 8.2744
H -6.6396 6.3092 7.2684
H -7.2946 3.5294 8.1555
H -5.8829 4.3825 8.4746
H -5.0238 1.5483 6.1387
H -6.4233 1.4434 7.1649
H -5.0210 2.0610 7.8608
H -4.4456 4.0729 5.0970
H -3.8733 3.8965 6.8138
H -4.7218 5.3404 6.3690
H -6.0085 5.3744 3.6192
H -6.0877 6.2967 5.1362
H -7.2616 6.5722 3.8528
C 5.0940 4.7199 5.8078
C 6.1541 3.8034 5.6959
C 7.3174 3.9434 6.4670
C 7.3965 5.0395 7.3782
C 6.4119 6.0340 7.3847
C 5.3250 5.8670 6.5614
N 8.5889 5.1271 8.2528
O 8.7261 6.0794 8.9539
O 9.4319 4.2258 8.1089
H 4.1965 4.6118 5.2169
H 6.0191 3.0020 4.9846
H 8.0858 3.2006 6.3111
H 6.6092 6.9406 7.9374
H 4.5285 6.5960 6.5410
C 10.8694 5.3976 -1.6683
C 10.4601 4.0745 -1.7780
C 11.4442 3.0931 -2.1014
C 12.7138 3.4375 -2.5406
C 13.1087 4.7786 -2.4842
C 12.1999 5.7106 -2.0302
N 13.6289 2.3931 -2.9896
O 13.6158 1.2570 -2.5349
O 14.5491 2.7985 -3.7111
H 10.2063 6.1776 -1.3244
H 9.5073 3.8094 -1.3442
H 11.1887 2.0659 -1.8866
H 14.1324 5.0574 -2.6860
H 12.4394 6.7607 -1.9510
C -2.7821 9.3677 -2.7043
C -2.0236 8.7896 -3.6843
C -0.6636 8.6149 -3.4643
C -0.1369 8.8343 -2.1858
C -1.0052 9.3003 -1.1814
C -2.3155 9.5610 -1.4365
N 1.3106 8.6278 -1.8978
O 2.0794 8.3105 -2.8326
O 1.7039 8.7182 -0.7525
H -3.8272 9.6076 -2.8336
H -2.3546 8.5457 -4.6830
H -0.0255 8.2482 -4.2548
H -0.6323 9.3714 -0.1704
H -2.9190 9.7266 -0.5563
C 5.5945 -3.6741 -7.6163
C 6.2693 -3.9001 -6.2656
O 5.9349 -4.7911 -5.4745
C 7.2198 -2.7628 -5.9153
H 5.8011 -2.7073 -8.0753
H 4.5540 -3.6546 -7.2920
H 5.8771 -4.4477 -8.3303
H 7.8513 -2.5339 -6.7738
H 7.7640 -3.0873 -5.0284
H 6.7150 -1.8369 -5.6397
C -6.5845 -1.9615 -10.3676
C -6.6950 -3.2878 -9.5770
O -7.5223 -3.3967 -8.6706
C -5.7910 -4.4428 -9.9240
H -7.3664 -1.2132 -10.2378
H -6.6486 -2.2060 -11.4278
H -5.6190 -1.5136 -10.1321
H -6.4090 -5.3389 -9.8671
H -4.9777 -4.5239 -9.2028
H -5.4271 -4.4314 -10.9515
C 2.0945 -9.8376 -7.6996
C 1.1310 -10.3556 -8.7809
O 0.0190 -9.8242 -9.0373
C 1.5390 -11.6338 -9.3821
H 2.1943 -10.5203 -6.8558
H 1.6660 -8.9364 -7.2612
H 3.0359 -9.5401 -8.1616
H 0.7997 -12.1935 -9.9550
H 2.0161 -12.2600 -8.6282
H 2.3593 -11.4162 -10.0660
C 5.7840 -3.4775 3.2443
C 6.6088 -3.3755 1.9775
O 7.7026 -2.8423 1.9070
C 5.7557 -3.6280 0.6743
H 6.2425 -3.0044 4.1127
H 5.7581 -4.5470 3.4528
H 4.7808 -3.0546 3.1899
H 5.8593 -2.8318 -0.0628
H 4.7166 -3.6912 0.9972
H 6.0072 -4.6068 0.2658
C -7.1819 3.8287 -3.5744
C -7.7720 2.4388 -3.7144
O -7.7532 1.6341 -2.7456
C -8.4101 2.0515 -5.0513
H -6.3015 3.9933 -4.1955
H -6.9193 3.9706 -2.5261
H -7.9048 4.6406 -3.6529
H -7.6363 2.1222 -5.8158
H -9.1494 2.8214 -5.2720
H -8.9334 1.0953 -5.0576
```

Summary:
- total charge = +1
- frontier orbital gap (eV) = 1.66

Results of the Mulliken charge analysis, in e, for atoms 1 through 8:
1 Hf 0.493
2 C -1.800
3 C 1.718
4 C -1.355
5 C -0.695
6 C -1.096
7 C 1.134
8 N 0.437



DFT total energy across the listed records, respectively: -141222.3885; -9269.7076; -8774.7612; -75896.2548; -104611.0818; -74447.4496; -102700.2971 eV.